<P>
C4H11PS2 | ωB97M-V/def2-TZVPD

XYZ file:
```
18
Properties=species:S:1:pos:R:3:nbo_charge:R:1
C -0.09060 1.78684 0.29020 -0.625
C 1.68829 -0.55369 1.60634 -1.015
C -2.97068 -0.19235 0.69162 -0.783
C 0.72858 0.82600 -0.65587 -0.757
P 0.92798 -0.87502 0.02536 1.102
S 2.28735 -1.94298 -0.97765 -0.411
S -2.37083 -1.42656 -0.46004 -0.114
H -1.07150 1.33107 0.02645 0.232
H 0.11217 1.42850 1.26236 0.193
H 0.07356 2.92197 0.16215 0.241
H 2.45611 0.22853 1.32487 0.263
H 1.02456 -0.17853 2.38877 0.246
H 2.12636 -1.45740 2.08050 0.277
H -3.65318 0.52612 0.20127 0.212
H -2.17925 0.26215 1.29730 0.225
H -3.65965 -0.76164 1.16861 0.217
H 1.81177 1.13222 -0.93730 0.239
H 0.18475 0.92708 -1.58230 0.259
```

The calculation puts the highest occupied orbital energy (alpha / beta) at -8.1 / -8.1 eV. The multiplicity is 1.


<Q>
C4H11PS2 | ωB97M-V/def2-TZVPD

XYZ file:
```
18
Properties=species:S:1:pos:R:3:nbo_charge:R:1
C -1.87848 0.49682 -0.28523 -0.661
C -0.99273 -0.52657 0.37013 -0.218
C -0.92781 -0.53304 1.86574 -0.661
P 1.07119 0.28486 -0.16902 0.961
C 1.29081 0.21708 -1.96601 -1.003
S 2.15847 1.71719 0.48283 -0.537
S 2.24559 -1.50823 0.18737 -0.365
H -1.91561 1.41773 0.35483 0.210
H -1.37298 0.96816 -1.19778 0.224
H -2.90139 0.09328 -0.35766 0.226
H -0.97885 -1.30514 -0.36570 0.218
H 0.14329 -0.55652 2.14430 0.236
H -1.48951 -1.29835 2.43263 0.234
H -1.28341 0.47999 2.10077 0.220
H 2.36987 0.29495 -2.00167 0.265
H 0.84684 -0.68648 -2.43424 0.241
H 0.86594 1.16915 -2.34305 0.239
H 2.74877 -0.72488 1.18179 0.172
```

The calculation puts the highest occupied orbital energy at -8.6 eV. As for the SMILES: CC(C)[P@@](C)(=S)S. The multiplicity is 1.


<Q> comes first in stability; the runner-up is 2.387 eV higher.